Density functional theory data (wB97M-V/def2-TZVPD) for a single C4H8O2 molecule.

Computed properties:
energy relative to the best compared isomer or geometry (same formula, charge and spin): 101.4 kcal per mole
LUMO: 0.66 eV
E_HOMO: -8.43 eV

Element x y z (Å)
O: 2.49699 -0.37947 -0.25582
O: 0.35162 0.71983 0.59943
C: -1.85416 0.17312 -0.38392
C: 0.30476 -0.57280 0.92725
C: -0.75502 1.19488 -0.21010
C: 1.59383 -1.18044 0.46260
H: -1.42200 -0.78038 -0.70608
H: -0.25086 1.34881 -1.16643
H: -1.13675 2.15048 0.16102
H: 2.03532 -1.69782 1.32832
H: -2.57005 0.52807 -1.13739
H: 1.21500 -1.97110 -0.21927
H: -2.34572 -0.00154 0.57210
H: 2.28176 0.52804 -0.00013

Forces on atoms 1 to 2 (eV/Å):
O 0.12 0.13 0.35
O 0.10 -0.55 -0.30

Atom charges from the Löwdin analysis, given in e for atoms 1 to 4: atom 1 (O): -0.062, atom 2 (O): -0.142, atom 3 (C): -0.105, atom 4 (C): -0.001